No. 1
Here is a 2-piece molecular cluster, C2H9NO2 overall at a distorted geometry from the Open Molecules 2025 dataset. Energies are from ωB97M-V/def2-TZVPD.

Properties
frontier orbital gap: 0.3884 Eh
SMILES string: COCN.O
energy above the lowest of the compared OMol25 structures with the same formula, charge and spin: 18.3 kcal/mol
LUMO energy: 0.70 eV
highest occupied orbital energy: -9.87 eV

Geometry as ORCA input:
```
! wB97M-V def2-TZVPD RIJCOSX def2/J DEFGRID3
* xyz 0 1
H -0.12 -0.25 -1.07
O 3.72 -0.57 1.75
C 0.00 0.00 0.00
H 1.17 0.27 2.26
H 3.49 -1.21 1.04
N 0.34 2.25 1.86
H 3.28 -0.92 2.55
H 2.30 1.54 1.72
O 1.15 0.75 0.28
H 0.15 -0.94 0.56
H -0.54 1.72 1.89
H -0.92 0.49 0.36
H 0.53 2.54 2.83
C 1.26 1.17 1.63
*
```

No. 2
Here is C16H10F6N2O6ReS4 as an isolated structure at a distorted geometry from the Open Molecules 2025 dataset. Energies are from ωB97M-V/def2-TZVPD.

Properties
frontier orbital gap (spin up / spin down): 0.2153 / 0.1971 Eh
⟨S²⟩: 0.968
energy above the lowest of the compared OMol25 structures with the same formula, charge and spin: 40.0 kcal/mol
LUMO energy (spin up / spin down): -9.14 / -9.64 eV
highest occupied orbital energy (spin up / spin down): -15.00 / -15.00 eV

Geometry as ORCA input:
```
! wB97M-V def2-TZVPD RIJCOSX def2/J DEFGRID3
* xyz 2 2
H 1.51 -0.18 5.82
H -3.60 5.48 0.13
H 2.57 0.47 1.00
C 2.32 0.26 2.03
C 1.74 -0.07 4.77
C -3.15 6.70 -2.41
O -2.62 7.09 -3.41
F 1.42 0.06 -3.92
N -0.15 0.53 1.72
C 1.01 0.32 2.48
O -4.02 7.43 -1.73
C 3.32 0.01 2.95
C 2.19 -0.88 -3.41
N 1.49 -1.95 -0.87
C -2.19 4.45 -2.80
O 1.45 0.57 -1.22
C -1.23 0.62 2.50
H -3.22 3.15 0.69
C 0.74 0.18 3.85
C -3.17 4.84 -0.63
S -0.05 -2.13 -1.18
O 3.58 -0.63 -1.11
F -1.72 -3.86 -2.01
C -2.93 3.52 -0.28
C -0.45 -3.90 -1.67
O -0.45 -1.15 -2.18
C -2.83 5.30 -1.90
Re -0.23 0.08 -0.29
F 0.30 -4.29 -2.64
H 4.35 -0.03 2.61
F 3.41 -0.77 -3.84
F -0.27 -4.61 -0.58
S -2.27 0.94 -0.87
H -4.42 7.01 -0.96
S -0.96 0.41 4.14
C -1.94 3.13 -2.47
C 3.04 -0.18 4.30
C -2.34 2.67 -1.21
O -0.86 -1.93 0.04
S 2.24 -0.70 -1.52
H -1.90 4.84 -3.76
H 3.84 -0.39 4.99
H -1.46 2.48 -3.18
H -2.21 0.81 2.10
F 1.71 -2.09 -3.69
*
```

No. 3
Here is an isolated ion of composition C7H6NO3S and charge -1 at a distorted geometry from the Open Molecules 2025 dataset. Energies are from ωB97M-V/def2-TZVPD.

Properties
frontier orbital gap: 0.2620 Eh
energy above the lowest of the compared OMol25 structures with the same formula, charge and spin: 20.3 kcal/mol
LUMO energy: 3.27 eV
highest occupied orbital energy: -3.86 eV

Geometry as ORCA input:
```
! wB97M-V def2-TZVPD RIJCOSX def2/J DEFGRID3
* xyz -1 1
C -0.97 1.28 -0.54
O 2.98 1.41 1.06
C -1.04 -1.07 -0.04
H 0.79 -1.92 0.68
C -1.68 0.08 -0.47
O 5.18 -0.42 -1.54
S 5.09 0.04 -0.14
N 3.34 0.84 -0.21
H -1.47 2.17 -0.89
O 4.88 -1.07 0.82
C 1.00 0.17 0.27
H -2.72 0.05 -0.76
H 2.80 -0.68 1.18
H 0.92 2.24 -0.22
C 0.36 1.32 -0.17
C 2.43 0.21 0.65
C 0.29 -1.02 0.34
H -1.58 -2.00 0.01
*
```

No. 4
Here is one molecule with the formula C5H6N2O2 at a distorted geometry from the Open Molecules 2025 dataset. Energies are from ωB97M-V/def2-TZVPD.

Properties
frontier orbital gap: 0.3708 Eh
SMILES string: [H]/N=C1\OCC=C1C(N)=O
energy above the lowest of the compared OMol25 structures with the same formula, charge and spin: 24.3 kcal/mol
LUMO energy: 0.21 eV
highest occupied orbital energy: -9.88 eV

Geometry as ORCA input:
```
! wB97M-V def2-TZVPD RIJCOSX def2/J DEFGRID3
* xyz 0 1
H -2.82 -0.30 1.20
C -0.55 0.40 -0.84
N -0.01 1.08 -1.75
C -0.59 -0.80 1.18
H -0.54 -1.28 2.15
H 1.64 1.04 -1.28
N 2.16 0.87 -0.44
C 1.70 0.08 0.59
O 2.31 -0.36 1.56
H -0.71 1.40 -2.42
O -1.77 -0.13 -0.72
C -1.93 -0.85 0.56
H 3.18 0.70 -0.48
H -2.28 -1.76 0.30
C 0.22 -0.10 0.37
*
```